1.
{
  "formula": "C9H14N2PPt",
  "method": "wB97M-V/def2-TZVPD",
  "species": ["C", "C", "C", "C", "C", "Pt", "P", "H", "H", "H", "H", "H", "H", "H", "H", "C", "N", "C", "C", "N", "C", "H", "H", "H", "H", "H", "H"],
  "xyz": [[0.454, -0.057, -3.047], [-0.508, -1.016, -3.554], [-0.146, -2.313, -3.157], [0.996, -2.147, -2.380], [1.340, -0.713, -2.306], [0.770, 1.746, -0.384], [-0.101, 3.653, -0.505], [0.394, 1.013, -3.289], [-1.480, -0.732, -4.188], [-0.742, -3.284, -3.361], [2.216, -0.305, -1.760], [1.531, -2.975, -1.723], [-1.156, 3.623, 0.409], [-0.653, 4.066, -1.730], [0.935, 4.463, -0.113], [-0.683, -0.065, 4.199], [-0.368, -0.326, 2.825], [-0.323, -1.552, 2.127], [0.007, -1.248, 0.848], [0.219, 0.153, 0.777], [-0.072, 0.659, 1.960], [-1.627, -0.546, 4.416], [0.105, -0.458, 4.850], [-0.751, 1.028, 4.334], [-0.451, -2.491, 2.656], [0.162, -1.899, -0.033], [-0.069, 1.721, 2.129]],
  "total_energy_ev": -25060.9352,
  "gap_ev": [5.7024, 5.1898],
  "charge": 1,
  "multiplicity": 5,
  "relative_energy_ev": 0.3490
}

2.
{
  "formula": "C9H14N2PTl",
  "method": "wB97M-V/def2-TZVPD",
  "species": ["C", "C", "C", "C", "C", "Tl", "P", "H", "H", "H", "H", "H", "H", "H", "H", "C", "C", "N", "C", "C", "N", "H", "H", "H", "H", "H", "H"],
  "xyz": [[-1.598, -2.045, -0.874], [-1.659, -3.126, 0.048], [-1.688, -2.584, 1.369], [-1.669, -1.158, 1.263], [-1.600, -0.814, -0.107], [1.536, -0.199, -2.466], [-0.505, 1.704, -3.094], [-1.584, -2.105, -1.966], [-1.665, -4.183, -0.210], [-1.733, -3.154, 2.296], [-1.599, 0.196, -0.514], [-1.721, -0.454, 2.096], [-1.662, 1.954, -2.271], [-1.200, 1.354, -4.294], [-0.168, 3.049, -3.477], [1.984, -0.880, 0.903], [1.642, 0.557, 0.836], [1.446, 1.270, -0.274], [1.119, 2.561, 0.122], [1.147, 2.625, 1.489], [1.489, 1.349, 1.923], [2.701, -1.132, 0.106], [2.441, -1.086, 1.883], [1.084, -1.500, 0.789], [0.889, 3.320, -0.613], [0.977, 3.453, 2.153], [1.595, 1.028, 2.884]],
  "total_energy_ev": -26519.6664,
  "gap_ev": 5.0164,
  "charge": 0,
  "relative_energy_ev": 0.0146
}

3.
{
  "formula": "C9H14N3",
  "method": "wB97M-V/def2-TZVPD",
  "species": ["C", "C", "C", "C", "C", "C", "C", "C", "C", "N", "N", "N", "H", "H", "H", "H", "H", "H", "H", "H", "H", "H", "H", "H", "H", "H"],
  "xyz": [[-2.841, 1.604, 0.526], [-3.249, 0.244, 0.421], [-1.592, 2.001, 0.112], [-0.999, -0.512, -0.062], [2.758, -0.107, 0.463], [2.552, 0.836, -0.458], [3.955, -1.004, 0.520], [2.472, 1.931, -1.221], [-2.851, -2.019, -0.047], [-0.713, 0.963, -0.225], [-2.368, -0.709, 0.083], [-0.242, -1.482, -0.009], [-3.592, 2.405, 0.417], [-4.265, -0.148, 0.703], [-1.156, 2.955, 0.074], [1.951, -0.367, 1.229], [3.946, -1.690, -0.341], [4.065, -1.533, 1.414], [4.717, -0.332, 0.321], [0.145, 1.146, -0.723], [3.011, 2.785, -0.893], [2.285, 1.835, -2.217], [-2.538, -2.579, -0.928], [-2.394, -2.575, 0.814], [-3.844, -2.197, 0.176], [0.787, -1.450, -0.151]],
  "total_energy_ev": -14020.3943,
  "gap_ev": 7.7791,
  "charge": 1,
  "relative_energy_ev": 3.5874
}

4.
{
  "formula": "C9H14N3",
  "method": "wB97M-V/def2-TZVPD",
  "species": ["C", "C", "N", "C", "C", "C", "N", "C", "C", "N", "C", "C", "H", "H", "H", "H", "H", "H", "H", "H", "H", "H", "H", "H", "H", "H"],
  "xyz": [[-0.713, -1.569, -1.928], [-1.358, -0.614, -0.938], [-0.651, 0.608, -0.882], [0.442, 1.128, -0.109], [0.963, 0.303, 0.967], [2.137, 0.590, 1.567], [2.721, -0.028, 2.554], [2.731, 1.893, 1.237], [2.045, 2.787, 0.417], [1.043, 2.267, -0.435], [-2.088, -1.147, 0.361], [-2.817, -0.590, -0.856], [-0.532, -0.995, -2.867], [-1.564, -2.271, -2.304], [0.181, -2.086, -1.616], [-0.947, 1.124, -1.743], [0.209, -0.352, 1.416], [3.355, 0.414, 3.215], [2.198, -0.817, 2.930], [3.617, 2.238, 1.809], [2.477, 3.775, 0.196], [0.825, 2.742, -1.313], [-2.109, -0.424, 1.218], [-2.106, -2.236, 0.501], [-3.362, -1.304, -1.481], [-3.223, 0.375, -0.784]],
  "total_energy_ev": -14022.9171,
  "gap_ev": 9.2513,
  "smiles": "CC1(/[NH+]=c2\\cc(N)cc[nH]2)CC1",
  "charge": 1,
  "relative_energy_ev": 1.0646
}

5.
{
  "formula": "C9H14N3O3",
  "method": "wB97M-V/def2-TZVPD",
  "species": ["C", "C", "C", "C", "C", "C", "C", "C", "C", "N", "N", "N", "O", "O", "O", "H", "H", "H", "H", "H", "H", "H", "H", "H", "H", "H", "H", "H", "H"],
  "xyz": [[-1.656, -0.749, -1.670], [0.762, 0.292, 0.679], [-0.355, -0.381, 0.172], [-0.445, 3.290, 4.042], [0.802, 1.763, 0.562], [1.905, -0.148, 1.376], [2.048, 2.105, 1.305], [-0.817, -1.808, -1.961], [1.183, -2.945, -1.026], [-1.294, 0.005, -0.629], [0.278, -1.918, -1.224], [-3.386, 1.469, 0.115], [-1.270, 3.325, 3.261], [0.405, 3.227, 4.819], [2.657, 0.831, 1.743], [-2.417, -0.489, -2.419], [0.770, 2.050, -0.524], [-0.193, 2.263, 0.906], [-3.050, 2.379, 0.470], [2.222, -1.228, 1.624], [2.843, 2.511, 0.594], [1.927, 2.736, 2.112], [-1.063, -2.468, -2.901], [2.091, -2.663, -0.484], [0.801, -3.743, -0.423], [1.579, -3.381, -1.970], [-3.562, 1.645, -0.892], [-4.179, 0.957, 0.558], [-2.136, 0.524, -0.229]],
  "total_energy_ev": -20162.5796,
  "gap_ev": 7.1787,
  "charge": 1,
  "relative_energy_ev": 1.9315
}

6.
{
  "formula": "C9H14N3O4SbSe4V",
  "method": "wB97M-V/def2-TZVPD",
  "species": ["V", "C", "O", "C", "C", "O", "C", "C", "O", "C", "H", "H", "H", "H", "H", "H", "H", "H", "H", "H", "H", "H", "H", "H", "Se", "Sb", "Se", "Se", "Se", "O", "N", "C", "C", "N", "C", "N"],
  "xyz": [[0.258, 0.776, -1.117], [2.170, -2.616, 0.297], [1.797, -1.267, 0.502], [2.455, -0.626, 1.550], [2.273, 0.870, 1.382], [0.945, 1.219, 0.948], [-0.111, 1.166, 1.919], [-0.799, -0.171, 1.834], [-1.140, -0.373, 0.479], [-1.873, -1.579, 0.305], [3.231, -2.701, 0.045], [1.578, -2.996, -0.533], [1.974, -3.225, 1.188], [3.534, -0.841, 1.566], [2.051, -0.967, 2.519], [2.885, 1.283, 0.577], [2.486, 1.381, 2.326], [-0.802, 1.968, 1.634], [0.281, 1.379, 2.917], [-1.707, -0.152, 2.454], [-0.170, -1.001, 2.172], [-2.715, -1.606, 1.003], [-1.224, -2.445, 0.467], [-2.236, -1.599, -0.719], [-1.418, -2.634, -3.062], [0.913, -3.191, -4.114], [0.397, -0.838, -2.768], [2.144, 1.511, -2.176], [1.855, -4.846, -2.734], [-1.189, 1.818, -1.610], [-1.914, 2.572, -2.367], [-2.672, 3.400, -1.733], [-2.713, 3.535, -0.292], [-2.763, 3.664, 0.852], [-3.543, 4.234, -2.543], [-4.237, 4.900, -3.167]],
  "total_energy_ev": -315830.6464,
  "gap_ev": [5.9770, 6.4893],
  "charge": -1,
  "multiplicity": 3,
  "relative_energy_ev": 1.2549
}

7.
{
  "formula": "C9H14N4",
  "method": "wB97M-V/def2-TZVPD",
  "species": ["C", "C", "N", "C", "C", "N", "C", "N", "C", "C", "N", "C", "C", "H", "H", "H", "H", "H", "H", "H", "H", "H", "H", "H", "H", "H", "H"],
  "xyz": [[0.909, 0.247, 2.517], [1.084, 1.098, 1.128], [1.701, 2.317, 1.206], [1.487, 3.202, 0.228], [0.635, 2.860, -0.979], [0.223, 1.600, -1.188], [0.503, 0.662, -0.169], [0.014, -0.698, -0.238], [-0.262, -1.166, -1.469], [-0.377, -2.723, -1.401], [-1.791, -3.022, -0.792], [-1.788, -2.331, 0.597], [-1.351, -0.843, 0.413], [0.091, 0.723, 3.146], [0.801, -0.772, 2.324], [1.851, 0.718, 3.027], [1.773, 4.246, 0.376], [0.105, 3.796, -1.627], [0.480, -0.678, -2.095], [-1.157, -0.638, -2.015], [0.491, -3.036, -0.847], [-0.575, -3.264, -2.354], [-2.562, -2.568, -1.277], [-1.215, -3.036, 1.320], [-2.906, -2.221, 0.843], [-2.154, -0.455, -0.342], [-1.078, -0.238, 1.410]],
  "total_energy_ev": -15515.8799,
  "gap_ev": 9.0318,
  "smiles": "Cc1nccnc1N1CCNCC1",
  "charge": 0,
  "relative_energy_ev": 4.5024
}

8.
{
  "formula": "C9H14N4",
  "method": "wB97M-V/def2-TZVPD",
  "species": ["C", "C", "C", "C", "N", "C", "N", "H", "H", "H", "H", "H", "H", "H", "H", "C", "C", "C", "N", "C", "N", "H", "H", "H", "H", "H", "H"],
  "xyz": [[2.572, -0.765, -0.376], [1.556, -0.694, 0.809], [1.856, -1.835, 1.746], [3.048, -2.395, 2.126], [2.705, -3.441, 2.948], [1.365, -3.481, 3.032], [0.818, -2.524, 2.312], [2.400, -0.004, -1.130], [2.568, -1.757, -0.806], [3.510, -0.589, 0.157], [1.678, 0.262, 1.295], [0.536, -0.879, 0.484], [4.067, -2.084, 1.966], [3.371, -4.042, 3.400], [0.772, -4.136, 3.646], [-3.961, 3.410, -0.796], [-2.927, 2.677, -1.559], [-3.001, 1.391, -2.030], [-1.858, 1.195, -2.742], [-1.110, 2.333, -2.643], [-1.754, 3.249, -1.977], [-3.567, 4.312, -0.339], [-4.393, 2.777, -0.016], [-4.834, 3.695, -1.381], [-3.782, 0.659, -1.890], [-1.522, 0.351, -3.180], [-0.112, 2.315, -3.055]],
  "total_energy_ev": -15520.3823,
  "gap_ev": 9.2043,
  "smiles": "CCc1c[nH]cn1.Cc1c[nH]cn1",
  "charge": 0,
  "relative_energy_ev": 0.0000
}